Molecular formula: C3H5F4NO2S
Method: DFT, ωB97M-V/def2-TZVPD

Cartesian coordinates (Å):
C1 -1.30 -1.77 -0.36
C2 2.50 0.32 0.41
C3 1.67 1.59 0.11
N1 -1.62 -0.61 0.44
O1 -3.18 0.79 -1.18
O2 -2.22 1.75 0.89
F1 2.15 -0.19 1.65
F2 2.35 -0.62 -0.48
F3 0.58 1.22 -0.51
F4 2.27 2.39 -0.77
S1 -2.08 0.92 -0.22
H1 -2.22 -2.39 -0.18
H2 -1.12 -1.53 -1.36
H3 -0.31 -2.11 -0.05
H4 3.53 0.64 0.52
H5 -0.99 -0.41 1.09

The calculation puts the HOMO energy (spin up / spin down) at -10.6 / -9.0 eV. The strongest force on any atom comes out at 0.092 hartree/bohr. The orbital gap (spin up / spin down) is 9.05 / 7.49 eV. The calculation puts the energy relative to the best compared isomer or geometry (same formula, charge and spin) at 115.2 kcal per mole. As for the net charge: 0.

---

Molecular formula: C3H5F5N2O3S2
Method: DFT, ωB97M-V/def2-TZVPD

Cartesian coordinates (Å):
C1 -0.29 -1.87 -1.09
C2 -0.23 -1.15 0.15
F1 -0.91 -1.63 1.25
F2 1.07 -1.00 0.60
S1 -1.18 0.74 0.06
N1 -0.53 1.89 0.81
O1 -1.60 0.80 -1.29
N2 -2.56 0.54 0.88
S2 -4.13 0.76 0.40
O2 -5.00 0.62 1.53
O3 -4.32 1.86 -0.50
C3 -4.38 -0.85 -0.60
F3 -4.54 -0.65 -1.89
F4 -3.42 -1.78 -0.40
F5 -5.38 -1.34 0.06
H1 -1.11 -2.51 -1.29
H2 0.48 -2.58 -1.07
H3 -0.08 -1.41 -1.98
H4 0.00 2.51 0.16
H5 -2.47 0.10 1.87

As for the SMILES: CC(F)(F)[S@@](=N)(=O)NS(=O)(=O)C(F)(F)F. The calculation puts the HOMO energy at -10.2 eV. The strongest force on any atom comes out at 0.094 hartree/bohr. The orbital gap is 10.29 eV. The calculation puts the energy relative to the best compared isomer or geometry (same formula, charge and spin) at 10.0 kcal per mole. As for the net charge: 0.

---

Molecular formula: C3H5FN2
Method: DFT, ωB97M-V/def2-TZVPD

Cartesian coordinates (Å):
H1 2.79 0.67 0.04
N1 1.85 0.50 0.31
C1 1.27 -0.59 0.25
C2 -0.46 -0.89 0.46
F1 -0.78 -2.08 0.02
C3 -1.25 0.16 -0.26
N2 -1.82 0.98 0.52
H2 -2.62 1.60 0.19
H3 1.61 -1.59 -0.23
H4 -0.73 -0.77 1.55
H5 -1.46 0.15 -1.33

As for the SMILES: [H]/N=C/C(F)/C=N/[H]. The calculation puts the HOMO energy at -9.2 eV. The strongest force on any atom comes out at 0.106 hartree/bohr. The orbital gap is 10.37 eV. The calculation puts the energy relative to the best compared isomer or geometry (same formula, charge and spin) at 46.7 kcal per mole. As for the net charge: 0.